53
Properties=species:S:1:pos:R:3:forces:R:3:mulliken_charge:R:1 method="wB97M-V/def2-TZVPD" homo_ha=-0.42007 multiplicity=1 charge=+1 molar_mass_da=321.49 homo_lumo_gap_ev=6.3 relative_energy_kcal_mol=29.23 max_force_ev_per_a=2.91
C -3.732323 -3.095232 -0.130777 -0.2 -0.6 0.1 -0.897
N -2.997852 -1.842999 -0.189607 2.0 0.1 1.6 0.233
C -1.934702 -1.529304 0.598801 -1.6 -0.5 -0.8 -1.265
C -1.545520 -0.184442 0.375194 1.2 0.9 0.0 1.818
C -0.463527 0.447223 1.018230 -2.8 0.2 0.6 -1.812
C -0.111351 1.838063 0.785237 0.7 0.8 -0.4 0.995
C 0.203597 2.276865 -0.520324 0.0 -0.1 0.2 -0.592
C 0.535355 3.606848 -0.768139 -0.2 -0.1 0.1 -0.679
C 0.510179 4.544507 0.272230 0.0 -0.4 0.0 -0.450
C 0.233451 4.123597 1.579261 -0.2 -0.1 -0.1 -0.787
C -0.045910 2.785101 1.840469 0.1 -0.6 -0.2 -0.074
C -2.502514 0.339571 -0.619210 -0.4 -0.5 -0.4 0.512
C -2.797928 1.587188 -1.153746 -0.1 0.2 -0.3 -0.045
C -3.817441 1.706921 -2.113268 0.2 -0.2 0.3 -0.877
C -4.596409 0.604144 -2.492399 0.3 -0.3 0.3 -0.675
C -4.381723 -0.647675 -1.897674 0.1 0.3 -0.1 -0.994
C -3.344537 -0.741529 -0.978812 0.0 0.8 0.0 0.399
H -4.510612 -3.083289 -0.897121 0.2 -0.1 0.2 0.275
H -3.058821 -3.945278 -0.303782 -0.2 0.3 -0.1 0.344
H -4.203826 -3.228505 0.854918 0.1 0.2 -0.4 0.346
H -1.512748 -2.237312 1.308238 -0.1 0.1 -0.3 0.471
H -0.167684 0.005481 1.979616 0.3 -0.1 -0.5 0.771
H 0.201623 1.539481 -1.326784 0.1 0.3 0.2 0.544
H 0.788811 3.915954 -1.783415 -0.1 -0.1 0.3 0.448
H 0.720823 5.594688 0.066217 0.0 -0.3 0.1 0.436
H 0.225350 4.845720 2.397972 0.0 -0.3 -0.3 0.419
H -0.247535 2.444643 2.859012 0.1 0.2 -0.3 0.443
H -2.243941 2.456527 -0.811091 -0.1 -0.1 -0.3 0.478
H -4.005759 2.677383 -2.572089 0.0 -0.3 0.2 0.413
H -5.376452 0.722122 -3.242876 0.2 0.0 0.2 0.405
H -4.983010 -1.521216 -2.140861 0.0 0.3 0.0 0.292
C 1.716557 -3.598448 -2.269947 -0.1 0.0 0.0 -1.425
C 1.419098 -2.268223 -1.588404 0.3 0.2 0.2 0.435
C 2.372542 -2.035811 -0.421231 0.0 -0.3 0.0 -0.915
N 2.130643 -0.785813 0.307668 0.3 -0.2 -0.3 0.141
C 3.198040 -0.597354 1.287395 0.2 0.0 0.3 -0.988
C 3.174402 0.754432 1.988873 0.0 -0.2 -0.3 0.387
C 4.304121 0.845866 3.008370 -0.1 0.1 0.0 -1.501
H 1.019236 -3.778768 -3.091277 0.1 0.0 0.0 0.395
H 2.733350 -3.605545 -2.678613 -0.2 0.0 0.1 0.357
H 1.631053 -4.428087 -1.559218 0.0 0.1 -0.1 0.338
H 1.534274 -1.439113 -2.297359 -0.1 -0.1 0.1 0.258
H 0.388528 -2.244294 -1.214193 -0.1 0.0 -0.1 -0.154
H 2.329581 -2.916621 0.256444 0.1 0.2 -0.2 0.342
H 3.406776 -2.003986 -0.808871 -0.4 0.0 0.1 0.433
H 1.220519 -0.831105 0.767563 0.6 -0.2 -0.1 -0.185
H 3.189748 -1.400046 2.055180 0.0 0.2 -0.2 0.362
H 4.159889 -0.701589 0.753442 -0.4 0.1 0.2 0.460
H 3.259685 1.544662 1.231570 0.0 -0.1 0.2 0.226
H 2.201658 0.886346 2.476605 0.1 0.1 0.1 0.024
H 4.266528 1.795774 3.547010 0.1 -0.1 0.0 0.405
H 4.226834 0.033315 3.740010 0.1 0.1 -0.1 0.341
H 5.279872 0.769161 2.515562 -0.1 0.0 0.1 0.368


56
Properties=species:S:1:pos:R:3:forces:R:3:mulliken_charge:R:1 method="wB97M-V/def2-TZVPD" homo_ha=-0.30601 multiplicity=1 molar_mass_da=378.54 homo_lumo_gap_ev=8.8 smiles="CSc1ccccc1NC(=O)N1CCC(CO)(C[C@H]2CCCCO2)CC1" relative_energy_kcal_mol=5.35 max_force_ev_per_a=0.74
C -2.010810 -1.975587 -1.912751 -0.3 0.3 -0.1 -0.703
S -3.084848 -0.534438 -2.228600 -0.1 -0.2 0.2 -0.228
C -3.858516 -0.445061 -0.613136 0.4 0.0 -0.6 0.139
C -5.060816 -1.091040 -0.399746 -0.1 0.0 0.2 -0.461
C -5.644680 -1.064028 0.854354 -0.1 -0.1 0.0 -0.502
C -5.014388 -0.385451 1.884923 0.0 -0.1 -0.1 -0.672
C -3.818637 0.274623 1.675159 0.1 0.2 0.2 -0.616
C -3.222995 0.262390 0.416229 -0.3 -0.2 0.3 0.478
N -2.040495 0.914592 0.111363 0.3 0.1 -0.5 0.185
C -1.152139 1.527705 0.965820 -0.1 0.1 -0.2 0.849
O -1.250152 1.478705 2.176155 -0.1 -0.1 0.4 -0.699
N -0.146642 2.229300 0.352804 0.1 0.3 0.0 0.189
C 0.153630 2.261465 -1.060166 0.0 -0.3 -0.3 -1.548
C 1.184007 1.185469 -1.416401 0.1 0.3 0.1 -0.432
C 2.469509 1.308850 -0.578064 0.3 -0.1 -0.1 1.961
C 3.286948 2.526278 -1.076081 -0.6 -0.1 -0.1 -1.260
O 4.551606 2.650810 -0.480291 0.4 0.1 0.4 -0.538
C 3.359425 0.068597 -0.802348 -0.3 -0.1 0.3 -2.212
C 2.896378 -1.244889 -0.168800 0.2 0.1 -0.6 0.457
C 3.482273 -2.451342 -0.914989 -0.4 0.0 0.3 -0.864
C 3.088130 -3.746974 -0.208316 0.3 0.0 0.0 -0.737
C 3.510200 -3.668404 1.256654 -0.3 0.2 -0.1 -0.679
C 2.922620 -2.401850 1.877478 0.1 -0.4 0.3 -0.476
O 3.320919 -1.244629 1.182631 0.1 0.2 -0.1 -0.399
C 2.100297 1.467793 0.906478 -0.2 0.2 -0.2 -0.661
C 1.027267 2.532517 1.148518 0.1 -0.1 0.4 -1.772
H -1.394387 -1.785265 -1.038838 0.1 0.0 0.0 0.133
H -2.630211 -2.853050 -1.752900 0.0 -0.1 0.0 0.380
H -1.391865 -2.106941 -2.794108 0.1 -0.1 -0.1 0.341
H -5.530426 -1.614711 -1.219007 0.0 0.0 -0.1 0.434
H -6.581854 -1.571561 1.023543 -0.1 0.0 0.0 0.389
H -5.461804 -0.364503 2.867329 0.0 0.0 0.1 0.379
H -3.326917 0.801773 2.475412 0.0 0.0 0.0 0.519
H -1.834012 0.883772 -0.880591 0.0 0.0 0.2 -0.179
H -0.746286 2.151225 -1.667279 0.0 0.1 0.0 0.541
H 0.558969 3.254081 -1.281385 -0.1 0.0 0.0 0.335
H 1.426969 1.250611 -2.478600 0.0 -0.1 -0.1 0.673
H 0.736555 0.205917 -1.235626 -0.1 -0.1 0.0 0.024
H 3.487019 2.411753 -2.144850 -0.1 0.0 0.0 0.434
H 2.715849 3.453403 -0.935734 0.0 -0.1 -0.1 0.404
H 4.438678 2.734097 0.473366 0.1 0.0 -0.1 0.388
H 3.462161 -0.078970 -1.879285 0.1 0.0 -0.1 0.456
H 4.350566 0.281185 -0.398325 0.0 -0.1 -0.1 0.611
H 1.794298 -1.333221 -0.194301 0.1 0.0 0.0 0.210
H 3.121514 -2.454298 -1.944746 0.0 0.1 -0.1 0.382
H 4.569561 -2.356679 -0.927231 0.1 0.1 -0.1 0.320
H 3.558810 -4.602127 -0.696605 -0.1 0.0 0.0 0.374
H 2.004013 -3.879547 -0.267714 0.0 0.0 0.0 0.288
H 3.165383 -4.542714 1.809698 0.0 0.0 0.1 0.374
H 4.598660 -3.621516 1.320871 0.1 0.0 0.1 0.298
H 3.273692 -2.264978 2.902476 -0.1 0.0 0.0 0.381
H 1.821905 -2.473059 1.887105 0.1 0.0 0.0 0.291
H 2.990314 1.692298 1.496366 0.1 -0.1 0.1 0.852
H 1.712548 0.520749 1.279602 0.0 0.0 0.1 0.203
H 0.729290 2.530201 2.197747 0.1 0.1 -0.2 0.561
H 1.379415 3.533482 0.883555 0.0 0.0 0.0 0.404


47
Properties=species:S:1:pos:R:3:forces:R:3:mulliken_charge:R:1 method="wB97M-V/def2-TZVPD" homo_ha="-0.28888 / -0.28780" multiplicity=3 molar_mass_da=488.80 homo_lumo_gap_ev="7.6 / 7.6" max_force_ev_per_a=0.78
Pd 1.053973 -0.703710 0.261273 -0.4 0.1 -0.4 0.224
C -2.610057 -1.288766 -2.174409 0.0 -0.1 0.0 -1.650
C -1.476213 -1.369149 -1.199187 -0.1 -0.1 -0.1 0.647
N -0.715920 -0.370649 -0.929868 0.0 -0.1 0.2 1.418
N -0.892789 0.826592 -1.515568 0.3 0.0 0.2 -1.107
C 0.063994 1.681773 -1.121742 -0.1 0.1 0.0 0.648
O 0.998671 1.460154 -0.305398 0.1 0.0 -0.1 -0.971
C -0.037352 3.045476 -1.729607 0.1 0.0 0.1 0.336
C 0.914694 4.006111 -1.401019 0.0 0.0 0.0 -0.467
C 0.845221 5.277157 -1.953381 0.0 0.0 0.0 -0.635
C -0.177967 5.594727 -2.838464 0.0 0.0 0.0 -0.335
C -1.128504 4.637526 -3.169494 0.0 0.0 0.0 -0.708
C -1.058458 3.366695 -2.618135 -0.1 0.1 -0.1 -0.078
C -1.156901 -2.634579 -0.501355 -0.1 0.1 0.0 0.550
C -1.903913 -3.788354 -0.705176 -0.1 -0.1 0.0 -0.952
C -1.569181 -4.945679 -0.023533 0.0 0.0 0.0 -0.404
C -0.500718 -4.935954 0.856863 0.0 0.0 0.0 -0.852
C 0.198623 -3.752004 1.008105 0.0 0.1 -0.1 -0.238
N -0.118446 -2.641119 0.351439 0.3 -0.1 0.0 0.435
H -2.663856 -0.279756 -2.570160 0.0 0.0 0.0 0.328
H -3.560528 -1.534980 -1.694211 0.0 0.0 0.0 0.338
H -2.461783 -1.984931 -3.004018 0.0 0.0 0.0 0.339
H 1.705543 3.734926 -0.714547 0.0 0.0 0.0 0.402
H 1.591724 6.019183 -1.696731 0.0 0.0 0.0 0.387
H -0.233073 6.585252 -3.272760 0.0 0.0 0.0 0.378
H -1.924865 4.881140 -3.863116 0.0 0.0 0.0 0.381
H -1.789918 2.612308 -2.872655 0.0 0.0 0.0 0.405
H -2.735293 -3.778719 -1.395429 0.0 0.0 0.0 0.410
H -2.140186 -5.851754 -0.181948 0.0 0.0 0.0 0.410
H -0.207440 -5.819427 1.406203 0.0 0.0 0.0 0.401
H 1.051627 -3.684493 1.673088 0.0 0.0 0.0 0.436
O 4.176321 -1.931988 -1.702853 0.1 0.3 0.0 -0.635
N 3.245520 -1.521906 -1.058880 -0.4 -0.7 0.1 1.294
O 3.302075 -1.392457 0.205902 0.0 0.2 0.0 -0.689
O 2.111915 -1.274936 -1.596306 0.4 0.1 0.1 -0.549
C 2.680630 -0.214804 3.365546 0.0 0.0 0.1 -1.036
C 1.210625 0.014654 3.319372 -0.2 0.0 -0.1 0.335
N 0.407930 -0.186622 2.293008 0.1 0.1 0.1 0.457
C -0.867086 0.163909 2.688815 0.1 -0.1 -0.2 -0.769
C -0.837993 0.576550 3.977743 0.1 0.0 0.1 -0.655
N 0.483665 0.473132 4.362840 -0.1 0.1 0.1 -0.040
H 3.044979 -0.493125 2.382305 0.0 0.0 -0.1 0.129
H 2.929855 -1.016762 4.063351 0.0 0.0 0.0 0.323
H 3.208217 0.686979 3.680434 0.0 0.0 0.0 0.358
H -1.701694 0.102237 2.009963 0.0 0.0 0.0 0.419
H -1.608990 0.932923 4.639243 0.1 0.0 0.0 0.397
H 0.853318 0.717223 5.264456 0.0 0.0 0.0 0.185


Q: Among the records above, which one has the highest multiplicity?
A: C18H18N6O4Pd


Q: Which value of multiplicity does entry 3 give?
A: 3


Q: What is the multiplicity in the third record?
A: 3